ORCA calculation (ωB97M-V with the def2-TZVPD basis set) on a 8-piece molecular cluster, C12H25Cl15N3O2S overall at a distorted geometry.

```
58
Properties=species:S:1:pos:R:3:nbo_charge:R:1
O 1.309 -1.973 -0.849 -0.8763
S -0.152 -1.779 -0.773 1.8706
O -0.575 -0.549 -0.042 -0.9160
C -1.029 -3.221 0.015 -0.4718
N -1.907 -3.887 -0.948 -0.5783
C -3.127 -3.438 -1.309 0.7285
N -3.613 -2.258 -0.665 -0.5904
C -4.888 -1.738 -1.243 -0.2443
C -5.796 -2.826 -1.908 -0.4485
C -5.226 -4.274 -1.796 -0.0393
Cl -6.172 -5.390 -2.862 0.0157
N -3.812 -4.202 -2.280 -0.6161
H -0.711 -1.649 -2.044 0.0424
H -1.540 -2.943 0.958 0.2835
H -0.209 -3.930 0.281 0.2779
H -1.542 -4.763 -1.362 0.4375
H -2.948 -1.481 -0.760 0.4380
H -4.749 -0.919 -1.973 0.2352
H -5.484 -1.304 -0.404 0.2347
H -5.813 -2.589 -3.001 0.2396
H -6.857 -2.784 -1.584 0.2609
H -5.250 -4.589 -0.733 0.2124
H -3.415 -5.148 -2.254 0.4189
C 2.588 1.264 0.206 -0.3972
Cl 2.332 2.519 -1.012 -0.0158
Cl 4.243 1.308 0.831 -0.0394
H 1.897 1.425 1.028 0.2298
H 2.408 0.294 -0.245 0.2293
C 3.359 4.797 2.004 -0.4087
Cl 3.490 6.323 1.122 -0.0277
Cl 1.694 4.494 2.524 -0.0493
H 3.675 3.987 1.352 0.2198
H 4.002 4.838 2.884 0.2379
C -1.578 -7.618 -3.799 -0.3779
Cl -1.597 -6.558 -2.369 -0.0824
Cl -3.134 -8.411 -4.016 0.0334
H -1.359 -7.018 -4.677 0.2374
H -0.809 -8.372 -3.661 0.2480
C 6.589 3.080 3.154 -0.3953
Cl 7.442 4.092 1.985 -0.0060
Cl 5.600 4.054 4.250 -0.0306
H 5.933 2.401 2.620 0.2216
H 7.316 2.522 3.735 0.2318
C -2.393 -2.453 -4.787 -0.4053
Cl -2.695 -1.107 -3.670 -0.0470
Cl -3.130 -2.158 -6.359 0.0278
H -1.319 -2.567 -4.915 0.2290
H -2.815 -3.360 -4.364 0.2234
C 6.361 5.640 7.537 -0.3959
Cl 6.358 7.321 8.083 -0.0173
Cl 7.994 5.092 7.141 -0.0246
H 5.962 5.013 8.329 0.2208
H 5.740 5.558 6.651 0.2178
C -0.048 8.128 1.235 -0.3961
Cl -0.444 9.477 2.306 -0.0233
Cl -0.732 8.363 -0.378 -0.0305
H 1.031 8.050 1.152 0.2282
H -0.452 7.213 1.658 0.2194
```

## Properties
orbital gap: 7.7702 eV
net charge: +1
F_max: 4.61 eV/Å